Entry 1:
Entry from the Open Molecules 2025 dataset: 6 unconnected molecules or ions with the total composition C42H39NO13S in a non-equilibrium geometry (wB97M-V/def2-TZVPD).

Results
DFT total energy = -83110.37044 eV
Molecular weight = 797.8 g mol⁻¹
Frontier orbital gap = 6.5 eV

The geometry in XYZ format:
```
96
Properties=species:S:1:pos:R:3:forces:R:3:mulliken_charge:R:1
C -1.593 0.047 0.522 1.2 0.8 0.0 -0.47
C -0.541 0.872 -0.479 2.4 1.4 -1.0 0.44
C -0.917 1.373 -2.003 3.8 0.9 1.2 -0.68
C 0.190 2.181 -2.961 1.0 -1.6 4.7 -0.35
C 1.692 2.493 -2.302 -2.9 -1.8 2.0 -0.44
C 2.058 2.002 -0.776 -3.0 -0.7 -0.9 0.19
C 3.518 2.308 -0.024 -1.3 -0.9 -1.6 -0.41
O 3.143 2.981 1.261 0.8 -1.1 0.4 -0.13
S 3.830 2.130 2.569 4.2 2.3 2.2 0.60
O 4.896 3.091 3.216 -4.1 -3.0 -2.3 -0.56
O 2.716 1.815 3.819 -0.7 1.9 -2.4 -0.33
C 1.539 2.696 3.761 -2.0 1.4 1.7 -0.45
C 1.874 4.284 4.129 -1.5 0.3 -0.6 -0.33
C 0.628 5.235 3.553 1.1 0.5 0.2 -0.44
C 1.164 6.804 3.765 0.1 -1.1 0.5 -0.38
N 0.018 7.791 3.908 1.5 0.3 -0.2 -0.63
C 0.950 1.175 0.165 -0.8 1.6 -4.6 -0.14
H -1.035 -0.929 0.921 -1.6 2.1 -1.1 -0.14
H -1.788 0.729 1.482 0.3 -1.5 -2.2 0.21
H -2.610 -0.186 -0.009 2.1 0.3 1.0 0.32
H -1.991 1.166 -2.422 2.3 0.4 0.9 0.30
H -0.096 2.511 -4.053 0.7 -0.7 2.6 0.29
H 2.468 3.093 -2.954 -1.6 -1.4 1.6 0.23
H 4.227 2.993 -0.694 -1.7 -1.4 1.7 0.12
H 4.050 1.260 0.159 -1.1 2.3 -0.2 0.39
H 0.812 2.331 4.635 1.7 0.5 -1.9 0.37
H 0.902 2.596 2.771 1.7 0.2 1.7 0.18
H 1.865 4.458 5.307 0.4 -0.6 -2.6 0.27
H 2.847 4.686 3.617 -1.7 -1.0 1.2 0.26
H -0.376 5.029 4.147 2.1 0.6 -1.3 0.22
H 0.487 5.048 2.405 0.1 0.2 2.2 0.25
H 1.898 7.113 2.906 -1.2 -0.8 1.5 0.18
H 1.793 6.773 4.777 -1.4 0.3 -2.1 0.31
H 0.439 8.639 4.356 -0.7 -0.9 -0.6 0.26
H -0.329 8.095 2.972 0.5 -0.4 1.0 0.24
H 1.275 0.843 1.258 -0.9 0.7 -2.6 0.19
C -0.338 -5.909 3.071 -0.4 0.2 0.0 -0.48
C -1.347 -5.060 2.856 0.2 -0.1 0.4 -0.18
C -1.100 -3.673 2.415 -0.4 0.3 -0.1 0.61
O -2.023 -2.894 2.220 0.4 -0.4 0.1 -0.57
C 0.305 -3.262 2.219 0.5 -0.1 0.1 -0.24
C 1.314 -4.112 2.434 -0.2 0.5 -0.1 -0.49
C 1.066 -5.499 2.875 0.3 -0.4 0.1 0.37
O 1.989 -6.278 3.071 -0.5 0.5 0.0 -0.68
H -0.502 -6.930 3.396 0.0 0.0 0.0 0.42
H -2.383 -5.346 2.995 0.4 0.2 0.1 0.40
H 0.469 -2.242 1.895 0.0 0.0 0.0 0.35
H 2.349 -3.826 2.296 0.0 -0.1 0.0 0.45
C 2.264 -8.616 -2.309 -0.2 0.4 -0.2 -0.35
C 1.902 -7.358 -2.038 0.0 -0.3 -0.3 -0.39
C 2.015 -6.806 -0.673 -0.2 0.6 0.2 0.41
O 1.681 -5.656 -0.424 0.1 -0.6 -0.1 -0.50
C 2.545 -7.696 0.378 0.2 -0.4 0.2 -0.22
C 2.907 -8.954 0.107 -0.1 0.3 0.2 -0.47
C 2.795 -9.506 -1.257 0.3 -0.9 -0.1 0.35
O 3.128 -10.656 -1.507 -0.2 0.7 0.1 -0.56
H 2.187 -9.037 -3.304 0.0 0.0 0.0 0.40
H 1.512 -6.693 -2.799 0.0 0.0 0.0 0.41
H 2.622 -7.275 1.374 0.0 -0.1 -0.1 0.52
H 3.297 -9.619 0.868 0.0 0.0 0.0 0.44
C 3.968 6.248 -3.871 -0.2 0.4 -0.1 -0.36
C 3.606 7.505 -3.600 0.1 -0.4 -0.3 -0.33
C 3.719 8.057 -2.235 -0.3 0.9 0.2 0.37
O 3.385 9.207 -1.986 0.2 -0.8 -0.2 -0.56
C 4.249 7.167 -1.184 0.2 -0.4 0.2 -0.43
C 4.611 5.910 -1.455 -0.1 0.3 0.3 -0.25
C 4.499 5.357 -2.819 0.2 -0.6 -0.1 0.45
O 4.832 4.207 -3.069 -0.2 0.6 0.2 -0.57
H 3.891 5.827 -4.866 0.0 0.0 0.0 0.44
H 3.216 8.171 -4.360 0.0 0.0 0.1 0.41
H 4.326 7.588 -0.188 0.0 0.0 0.0 0.44
H 5.001 5.244 -0.694 0.0 0.0 0.0 0.44
C -3.747 3.448 -3.838 -0.4 0.0 0.2 -0.29
C -5.060 3.242 -3.977 0.4 0.1 0.3 -0.37
C -5.678 3.105 -5.311 -1.0 -0.2 -0.1 0.36
O -6.880 2.918 -5.439 0.9 0.1 0.1 -0.55
C -4.788 3.202 -6.485 0.5 0.1 -0.2 -0.39
C -3.474 3.408 -6.346 -0.4 -0.1 -0.3 -0.35
C -2.857 3.545 -5.012 0.7 0.1 0.1 0.36
O -1.655 3.732 -4.884 -0.8 0.0 -0.2 -0.58
H -3.279 3.551 -2.867 0.0 0.0 0.0 0.54
H -5.726 3.167 -3.125 0.0 0.0 -0.1 0.41
H -5.256 3.098 -7.456 0.0 0.0 0.0 0.40
H -2.808 3.483 -7.197 0.0 0.0 0.1 0.43
C -4.918 -5.662 1.742 -0.4 0.2 0.0 -0.16
C -6.252 -5.674 1.671 0.4 0.2 0.1 -0.48
C -6.996 -6.931 1.456 -1.0 0.0 -0.1 0.32
O -8.217 -6.944 1.389 0.9 0.0 0.1 -0.55
C -6.208 -8.173 1.325 0.4 -0.2 0.0 -0.35
C -4.874 -8.161 1.396 -0.4 -0.2 0.0 -0.45
C -4.130 -6.904 1.611 0.6 -0.1 0.0 0.44
O -2.909 -6.891 1.678 -1.0 -0.4 -0.3 -0.47
H -4.357 -4.748 1.899 0.0 0.0 0.0 0.49
H -6.844 -4.772 1.766 0.0 0.0 0.0 0.43
H -6.769 -9.087 1.168 0.0 0.0 0.0 0.40
H -4.282 -9.063 1.301 0.0 0.0 0.0 0.42
```
Forces are in eV/Å.



Entry 2:
Entry from the Open Molecules 2025 dataset: a molecular structure, C42H40N4O2P2SiTc (wB97M-V/def2-TZVPD).

Results
Net charge = +2
DFT total energy = -82900.96074 eV
Molecular weight = 820.8 g mol⁻¹
2S+1 = 4
Frontier orbital gap (spin up / spin down) = 8.3 / 6.7 eV

The geometry in XYZ format:
```
92
Properties=species:S:1:pos:R:3:forces:R:3:mulliken_charge:R:1
Tc 0.210 0.066 0.096 0.5 -0.1 0.2 -0.66
O 4.308 0.506 0.482 0.0 0.0 0.0 -0.56
C 3.134 0.320 0.613 -0.1 -0.1 -0.2 0.00
N 2.165 0.285 -0.401 0.0 0.1 0.1 0.30
C 2.528 0.381 -1.745 0.1 -0.1 0.1 0.35
O 3.629 0.508 -2.199 0.0 0.0 0.0 -0.56
C 1.320 0.306 -2.638 0.0 -0.1 0.1 0.02
C 1.465 0.356 -4.005 0.0 0.0 -0.1 -0.80
C 0.329 0.327 -4.799 0.0 0.0 0.0 -0.65
C -0.911 0.256 -4.185 -0.1 0.0 0.0 -1.27
C -0.983 0.201 -2.807 0.1 0.1 0.0 -0.63
N 0.115 0.219 -2.035 0.0 0.1 0.0 0.76
C 2.515 0.088 1.962 -0.1 0.0 -0.1 -0.05
C 3.300 0.021 3.090 0.0 0.0 0.0 -0.65
C 2.686 -0.186 4.316 0.1 0.0 0.0 -0.63
C 1.309 -0.308 4.364 -0.1 0.0 0.0 -0.95
C 0.580 -0.228 3.192 0.1 0.0 0.0 -0.17
N 1.174 -0.040 2.007 -0.1 0.1 -0.1 0.85
H 2.466 0.419 -4.409 0.0 0.0 0.0 0.66
H 0.409 0.364 -5.877 0.0 0.0 0.0 0.48
H -1.826 0.237 -4.760 0.0 0.0 0.0 0.56
H -1.937 0.141 -2.310 0.0 0.0 0.0 0.88
H 4.370 0.132 2.974 0.0 0.0 0.0 0.63
H 3.276 -0.249 5.221 0.0 0.0 0.0 0.48
H 0.786 -0.463 5.297 0.0 0.0 0.0 0.57
H -0.495 -0.314 3.195 0.0 0.0 0.0 0.46
C -2.907 3.015 -0.579 -0.1 0.0 0.3 -1.05
N -2.135 2.177 0.370 0.1 -0.1 -0.4 1.05
P -2.229 0.474 0.482 0.2 -0.1 0.2 0.78
C -3.560 -0.213 -0.509 0.0 -0.1 0.0 1.08
C -3.326 -1.407 -1.190 -0.1 -0.1 -0.1 -0.32
C -4.377 -2.067 -1.814 0.0 0.1 0.0 -0.99
C -5.657 -1.538 -1.752 0.0 0.0 0.0 -0.76
C -5.899 -0.363 -1.047 0.0 0.0 0.0 -1.02
C -4.860 0.294 -0.413 0.0 -0.1 0.0 -0.69
C -2.736 0.006 2.147 -0.3 0.1 0.0 0.89
C -3.365 0.895 3.012 0.0 0.0 0.1 -0.53
C -3.830 0.449 4.243 0.0 0.0 0.0 -0.74
C -3.684 -0.884 4.599 0.0 0.0 0.0 -0.83
C -3.079 -1.780 3.724 0.0 0.0 0.0 -0.43
C -2.608 -1.341 2.498 0.0 0.0 0.0 -0.21
P -0.459 2.516 0.651 0.0 -0.3 -0.1 1.90
C -0.319 3.137 2.329 0.0 0.1 0.0 0.62
C 0.942 3.161 2.923 0.0 0.0 0.0 -0.75
C 1.104 3.720 4.180 0.0 0.0 0.0 -0.74
C 0.010 4.260 4.845 0.0 0.0 0.0 -0.72
C -1.244 4.258 4.247 0.0 0.0 0.0 -0.86
C -1.409 3.700 2.988 0.0 0.0 0.1 -0.40
C 0.033 3.877 -0.404 -0.1 0.2 0.0 -0.13
C 0.732 3.643 -1.586 0.0 0.0 0.0 -0.09
C 1.100 4.700 -2.403 0.0 0.0 0.1 -0.73
C 0.763 5.997 -2.042 0.0 0.0 0.0 -0.65
C 0.069 6.240 -0.862 0.0 0.0 0.0 -0.76
C -0.289 5.187 -0.038 0.0 0.0 0.0 -0.74
H -3.816 2.500 -0.870 0.0 0.0 0.0 0.49
H -2.325 3.224 -1.477 0.0 0.0 0.0 0.37
H -3.175 3.959 -0.108 0.0 0.0 0.0 0.24
H -2.329 -1.836 -1.224 0.0 0.0 0.0 0.40
H -4.194 -2.992 -2.344 0.0 0.0 0.0 0.54
H -6.477 -2.048 -2.241 0.0 0.0 0.0 0.44
H -6.904 0.032 -0.981 0.0 0.0 0.0 0.47
H -5.072 1.179 0.175 0.0 0.0 0.0 0.48
H -3.497 1.930 2.729 0.0 0.0 0.0 0.30
H -4.315 1.140 4.920 0.0 0.0 0.0 0.49
H -4.051 -1.229 5.556 0.0 0.0 0.0 0.45
H -2.977 -2.822 3.998 0.0 0.0 0.0 0.48
H -2.132 -2.045 1.823 0.0 0.0 0.0 0.12
H 1.808 2.769 2.401 0.0 0.0 0.0 0.45
H 2.083 3.747 4.638 0.0 0.0 0.0 0.51
H 0.137 4.698 5.826 0.0 0.0 0.0 0.44
H -2.090 4.699 4.756 0.0 0.0 0.0 0.49
H -2.381 3.717 2.513 0.0 0.0 0.0 0.46
H 1.008 2.637 -1.864 0.0 0.0 0.0 0.42
H 1.660 4.515 -3.310 0.0 0.0 0.0 0.47
H 1.053 6.825 -2.674 0.0 0.0 0.0 0.42
H -0.181 7.253 -0.579 0.0 0.0 0.0 0.45
H -0.803 5.389 0.893 0.0 0.0 0.0 0.45
C 0.987 -5.824 -0.005 0.2 -0.2 -0.1 -0.99
Si -0.609 -4.933 0.210 0.1 0.3 0.1 -0.26
C -1.803 -5.236 -1.165 -0.2 -0.1 -0.3 -0.87
C -1.370 -5.223 1.870 -0.1 0.0 0.2 -0.96
C -0.223 -3.089 0.145 0.0 -0.1 0.0 -0.30
C 0.013 -1.882 0.092 -0.2 0.0 0.0 0.94
H 0.823 -6.902 0.059 0.0 0.0 0.0 0.35
H 1.714 -5.552 0.761 0.0 0.0 0.0 0.33
H 1.425 -5.609 -0.982 0.0 0.0 0.0 0.33
H -2.099 -6.289 -1.166 0.0 0.0 0.0 0.43
H -1.356 -5.018 -2.137 0.0 0.0 0.0 0.33
H -2.712 -4.641 -1.058 0.0 0.0 0.0 0.15
H -1.585 -6.286 2.001 0.0 0.0 0.0 0.46
H -2.312 -4.679 1.973 0.0 0.0 0.0 0.24
H -0.700 -4.920 2.677 0.0 0.0 0.0 0.34
```
Forces are in eV/Å.



Entry 3:
Entry from the Open Molecules 2025 dataset: 8 unconnected molecules or ions with the total composition C42H40O14 in a non-equilibrium geometry (wB97M-V/def2-TZVPD).

Results
DFT total energy = -72840.12484 eV
Molecular weight = 768.8 g mol⁻¹
Frontier orbital gap = 6.9 eV

The geometry in XYZ format:
```
96
Properties=species:S:1:pos:R:3:forces:R:3:mulliken_charge:R:1
O -64.253 -22.851 -31.869 1.7 -1.4 1.1 -0.56
C -63.528 -23.614 -31.214 -1.3 0.5 -0.1 0.54
C -64.054 -24.984 -30.767 13.0 0.4 4.7 -0.93
C -63.012 -25.833 -29.959 -8.1 1.0 -4.4 -0.36
C -61.615 -25.491 -29.746 -3.2 0.0 0.2 0.51
O -60.846 -26.306 -29.343 1.8 -1.5 0.7 -0.58
C -61.290 -24.135 -29.972 -2.9 6.1 -3.4 -0.03
C -62.125 -23.172 -30.751 1.7 -5.5 2.4 -0.44
H -64.942 -25.279 -30.938 -6.3 -2.1 -1.2 0.75
H -63.536 -26.844 -29.768 1.7 1.5 0.2 0.30
H -60.251 -23.967 -29.759 -1.8 2.1 1.1 0.63
H -61.748 -22.278 -31.198 0.2 0.6 0.3 0.40
O -57.038 -28.432 -32.644 -1.3 -0.6 -0.3 -0.58
C -58.204 -28.720 -33.004 3.3 0.8 -0.2 0.50
C -58.354 -29.266 -34.358 -13.3 0.6 3.1 -0.88
C -59.803 -29.484 -34.763 7.6 -0.1 0.1 -0.69
C -60.939 -29.149 -33.887 -1.8 -0.2 0.7 0.38
O -62.090 -29.293 -34.246 -0.2 -0.3 -1.0 -0.58
C -60.759 -28.656 -32.522 6.9 1.5 4.6 -0.09
C -59.270 -28.422 -32.139 -9.4 -2.2 -3.3 -0.22
H -57.476 -29.384 -34.695 6.0 -1.5 -3.9 0.87
H -59.884 -30.001 -35.740 -0.8 0.7 0.8 0.43
H -61.500 -28.423 -31.537 1.6 -0.8 -3.7 0.25
H -59.265 -27.901 -31.287 1.2 1.5 3.4 0.71
O -62.524 -26.402 -37.116 1.4 0.9 -1.7 -0.58
C -61.743 -26.056 -38.021 0.0 -0.8 0.1 0.50
C -62.126 -25.592 -39.350 1.3 3.3 -5.7 -0.48
C -61.097 -25.108 -40.439 -5.6 -2.9 3.8 -0.29
C -59.618 -25.379 -40.171 -1.4 1.6 -1.3 0.36
O -58.860 -25.077 -41.066 0.7 -0.4 0.1 -0.52
C -59.215 -25.757 -38.824 -3.3 -1.7 4.4 -0.35
C -60.264 -26.105 -37.845 2.9 2.1 -6.0 0.03
H -63.251 -25.400 -39.581 2.2 -0.5 0.5 0.29
H -61.594 -24.773 -41.470 1.7 -0.7 2.5 0.30
H -58.132 -25.719 -38.511 -1.5 -0.1 -0.5 0.41
H -60.039 -26.146 -36.880 1.5 -0.8 4.1 0.41
O -49.425 -26.259 -36.791 -3.0 0.6 3.3 -0.55
C -50.348 -25.996 -35.945 4.2 0.1 -1.3 0.45
C -50.062 -25.764 -34.431 -4.7 1.4 1.0 -0.43
C -51.245 -25.245 -33.686 6.9 -1.7 0.2 -0.21
C -52.614 -25.214 -34.190 1.7 0.6 -1.2 0.37
O -53.510 -24.922 -33.468 -2.1 0.3 1.4 -0.44
C -52.799 -25.490 -35.612 2.0 -1.6 -3.6 -0.11
C -51.701 -25.780 -36.463 -3.9 -2.0 1.1 -0.34
H -49.052 -25.962 -33.961 -1.4 0.5 -0.8 0.34
H -51.007 -24.920 -32.590 -0.9 -0.7 -2.1 0.30
H -53.825 -25.652 -36.015 0.9 0.5 0.5 0.36
H -51.890 -26.395 -37.446 0.4 2.0 1.7 0.25
O -59.179 -26.076 -34.512 2.2 1.0 3.2 -0.43
C -58.609 -25.715 -33.420 -5.4 -1.9 -1.4 -0.04
C -59.474 -25.457 -32.180 -1.1 1.7 0.8 0.97
C -58.851 -24.891 -31.037 -2.5 -2.7 -1.8 -0.38
C -57.403 -24.979 -30.754 -2.3 0.0 -6.2 -0.16
O -56.862 -24.566 -29.826 2.1 1.9 6.2 -0.41
C -56.592 -25.293 -31.902 -2.8 -2.9 -7.2 -0.50
C -57.251 -25.715 -33.215 4.5 2.8 7.4 -1.00
H -60.759 -25.577 -32.468 4.4 0.3 1.6 0.14
H -59.462 -24.587 -30.178 2.5 -1.5 -1.6 -0.16
H -55.529 -25.243 -31.845 0.6 -0.2 0.1 0.69
H -56.680 -26.147 -33.929 2.0 -0.7 -2.3 0.90
O -55.564 -20.754 -27.095 0.6 -2.9 3.6 -0.55
C -55.585 -21.726 -26.250 -0.7 2.9 -2.8 0.58
C -55.190 -21.660 -24.806 -1.0 -0.8 3.5 -0.41
C -55.714 -22.658 -23.915 3.0 1.7 0.4 -0.51
C -56.255 -23.997 -24.327 -0.6 0.2 -2.6 0.45
O -56.440 -25.008 -23.680 0.4 1.1 0.7 -0.53
C -56.611 -24.059 -25.792 1.8 4.0 -4.1 -0.22
C -56.247 -22.938 -26.761 -1.8 -4.5 5.5 -0.31
H -54.636 -20.718 -24.296 -1.4 -2.4 -1.7 0.28
H -55.433 -22.649 -22.793 -0.6 0.4 -2.0 0.29
H -57.055 -25.008 -26.134 0.0 0.8 0.1 0.43
H -56.687 -22.808 -27.726 0.2 -0.6 -0.6 0.48
C -56.648 -27.842 -28.815 -2.5 -0.2 -5.2 -0.44
C -56.052 -28.824 -27.953 1.2 1.4 1.6 0.11
C -54.941 -28.281 -27.108 3.4 1.0 0.0 -1.10
O -57.049 -29.317 -27.149 -1.0 -1.9 1.0 -0.56
H -57.481 -28.486 -29.414 1.4 1.6 1.4 0.04
H -55.987 -27.601 -29.706 -0.5 0.5 1.3 0.21
H -57.200 -27.013 -28.360 0.5 0.1 0.0 0.10
H -55.691 -29.546 -28.592 0.7 -2.3 -1.0 0.45
H -53.965 -27.991 -27.593 -1.0 -0.6 -1.0 0.35
H -54.429 -29.006 -26.420 -1.5 0.8 0.3 0.35
H -55.134 -27.232 -26.813 -0.6 -0.8 1.2 0.11
H -57.361 -28.595 -26.617 -0.3 0.4 0.5 0.36
C -60.960 -23.856 -34.145 2.5 0.4 -3.8 -0.71
C -61.931 -22.881 -34.745 4.4 -0.3 -2.4 0.06
C -61.293 -21.532 -34.712 1.2 3.0 1.7 -1.12
O -62.226 -23.153 -36.105 3.6 8.6 1.2 -0.57
H -59.990 -23.795 -34.815 -1.6 -0.3 1.7 0.05
H -61.305 -24.838 -34.186 -0.9 -1.9 -1.1 0.71
H -60.773 -23.874 -33.125 0.6 1.7 1.8 -0.16
H -62.717 -23.079 -34.192 -4.7 0.5 2.7 0.73
H -60.166 -21.394 -35.121 -2.5 -1.1 1.0 0.26
H -61.304 -21.177 -33.559 0.2 -0.6 -2.6 0.15
H -61.852 -20.777 -35.305 0.1 -0.5 0.6 0.41
H -62.530 -23.919 -36.285 -3.4 -8.6 -1.4 0.23
```
Forces are in eV/Å.